# C26H38F12IN4O11

A 5-piece molecular cluster, C26H38F12IN4O11 overall (ωB97M-V/def2-TZVPD, the Open Molecules 2025 dataset).

The geometry in XYZ format:
```
92
Properties=species:S:1:pos:R:3:lowdin_charge:R:1
C -0.5491 -1.3831 2.8480 0.026
C -0.5508 0.0181 2.3345 -0.542
O -1.0628 0.9327 2.8792 0.169
O 0.1206 0.2010 1.1509 -0.038
C -0.6564 -0.1103 -0.0101 -0.161
C -1.0501 1.1712 -0.7476 -0.104
C -0.1741 1.5608 -1.9470 -0.110
N 0.4257 0.4526 -2.7037 -0.003
C 1.8870 0.2262 -2.5932 -0.195
C 2.2912 -0.9875 -1.7601 -0.310
C 3.6742 -1.4706 -2.1576 -0.597
I 5.0963 0.1128 -1.8763 0.860
C -0.2329 -0.3267 -3.5291 -0.256
N 0.3152 -1.3426 -4.2421 0.198
C -0.6539 -1.8449 -4.9777 -0.071
N -1.8125 -1.2191 -4.7851 0.157
N -1.5549 -0.2461 -3.8516 -0.057
O -2.5330 0.6174 -3.4932 0.086
H 0.3547 -1.8946 2.5307 0.090
H -1.4351 -1.9201 2.5116 0.096
H -0.5962 -1.3709 3.9333 0.090
H -1.5679 -0.6318 0.2882 0.129
H -0.0889 -0.8021 -0.6273 0.102
H -0.9483 1.9730 -0.0184 0.133
H -2.1070 1.1323 -1.0046 0.091
H -0.7608 2.1622 -2.6406 0.105
H 0.6499 2.1822 -1.6169 0.129
H 2.2626 0.0850 -3.6058 0.096
H 2.3275 1.1461 -2.2289 0.085
H 2.3062 -0.7237 -0.6993 0.104
H 1.5632 -1.7943 -1.8596 0.105
H 4.0314 -2.3024 -1.5669 0.046
H 3.7002 -1.6845 -3.2213 0.047
H -0.5398 -2.6628 -5.6711 0.153
H -2.7091 -1.3471 -5.2277 0.190
H -3.1207 0.1545 -2.8714 0.148
C -2.1741 -4.2056 8.6928 -0.056
C -1.2689 -3.4243 7.7673 -0.192
O -0.2382 -4.2595 7.1935 0.029
C -0.6059 -5.0509 6.2006 -0.408
O -1.6908 -5.1277 5.7038 0.168
C 0.6051 -5.8735 5.7180 -0.549
F 1.2421 -6.4372 6.7446 0.179
F 1.4710 -5.0741 5.0728 0.150
F 0.2125 -6.8250 4.8810 0.180
H -1.5892 -4.6932 9.4725 0.087
H -2.8907 -3.5327 9.1617 0.086
H -2.7260 -4.9734 8.1536 0.079
H -0.7259 -2.6584 8.3155 0.125
H -1.8257 -2.9405 6.9653 0.122
C -0.0515 5.4061 -5.7562 -0.049
C -0.2054 3.9154 -5.9541 -0.186
O 1.0752 3.2587 -6.1041 0.045
C 1.7721 3.0644 -5.0024 -0.394
O 1.4453 3.3152 -3.8771 0.155
C 3.1088 2.3751 -5.3488 -0.550
F 3.7190 2.9634 -6.3719 0.192
F 2.8574 1.0931 -5.6869 0.148
F 3.9155 2.3844 -4.2975 0.141
H 0.5143 5.8407 -6.5798 0.091
H -1.0331 5.8764 -5.7197 0.087
H 0.4723 5.6327 -4.8291 0.080
H -0.7323 3.7011 -6.8805 0.128
H -0.7521 3.4496 -5.1335 0.111
C -4.0621 3.4020 -2.8957 -0.055
C -5.0288 3.1875 -1.7484 -0.197
O -6.2144 3.9807 -1.9004 0.041
C -7.0935 3.5189 -2.7815 -0.393
O -6.9947 2.5175 -3.4275 0.164
C -8.3187 4.4549 -2.8403 -0.557
F -7.9318 5.7252 -2.9757 0.176
F -9.0204 4.3383 -1.7089 0.178
F -9.0921 4.1270 -3.8646 0.185
H -3.8066 4.4585 -2.9794 0.092
H -3.1469 2.8398 -2.7254 0.042
H -4.4938 3.0871 -3.8447 0.081
H -4.5877 3.5071 -0.8069 0.131
H -5.3167 2.1396 -1.6465 0.122
C 3.6447 -2.7538 5.5618 -0.056
C 3.9901 -1.4852 4.8145 -0.195
O 5.3902 -1.1627 4.9162 0.037
C 6.2017 -1.8650 4.1409 -0.402
O 5.8957 -2.7068 3.3495 0.168
C 7.6570 -1.4037 4.3643 -0.554
F 7.9501 -1.3613 5.6661 0.173
F 7.8202 -0.1763 3.8525 0.168
F 8.4994 -2.2313 3.7612 0.180
H 3.9505 -2.6739 6.6053 0.090
H 2.5721 -2.9312 5.5248 0.062
H 4.1496 -3.6165 5.1307 0.081
H 3.4728 -0.6346 5.2530 0.125
H 3.7116 -1.5444 3.7620 0.121
```

Its calculated total energy is -3556.03157 hartree. The calculation puts the HOMO-LUMO gap at 8.33 eV. As for the net charge: +1. Its spin multiplicity is 1.